A structure of composition C51H55BrClFeN5O5 at a distorted geometry, computed with ωB97M-V/def2-TZVPD.

Each line ends with the Mulliken spin population.
Atoms and positions in Å:
Fe 0.13 -0.43 -0.21  3.3822
C -5.44 2.79 -2.34  0.0250
C -5.10 3.20 -0.91  -0.0041
C -3.94 2.43 -0.36  0.1471
C -3.94 1.44 0.60  -0.0576
C -5.18 0.96 1.31  0.0051
C -5.98 -0.02 0.46  -0.0098
C -2.62 0.96 0.78  0.3059
C -2.28 0.09 1.89  0.0331
C -1.12 -0.36 2.44  0.1338
C -0.81 -1.02 3.71  -0.0064
C -1.84 -1.54 4.66  0.0063
C -2.39 -2.90 4.20  -0.0012
C 0.54 -1.09 3.81  0.0261
C 1.11 -0.50 2.58  0.0081
C 2.47 -0.27 2.20  0.3432
C 2.75 0.42 1.00  0.1059
N 1.71 0.61 0.15  -0.0467
C 1.93 1.52 -0.77  0.1730
C 0.54 1.71 -1.42  0.0991
C -0.36 1.59 -0.12  -0.5474
N -0.09 2.79 -2.22  0.0292
C -0.60 3.66 -1.42  0.0944
C -2.08 3.73 -1.46  0.4118
C -2.59 2.63 -0.79  -0.2027
N -1.82 1.61 -0.17  0.0586
C -0.09 3.91 -0.05  -0.0697
C 0.00 2.81 0.72  -0.0179
C 0.11 2.90 2.22  0.0076
C 1.52 3.19 2.72  0.0186
C 0.10 5.34 0.37  0.0243
C 1.47 5.87 -0.09  0.0030
C 3.27 1.96 -0.63  -0.0025
C 3.80 1.26 0.47  0.1118
C 5.16 1.44 1.08  0.0111
C 5.24 2.70 1.96  0.0134
C 4.00 2.92 -1.52  0.0234
C 4.45 2.27 -2.82  0.0019
N 0.09 -0.12 1.83  0.2274
C 1.37 -1.62 4.94  0.0162
C 1.95 -0.50 5.80  0.0089
H -6.31 3.34 -2.71  -0.0013
H -5.65 1.72 -2.40  -0.0021
H -4.60 2.99 -3.00  0.0009
H -5.97 3.04 -0.26  0.0014
H -4.88 4.27 -0.88  0.0012
H -5.80 1.83 1.56  -0.0005
H -4.93 0.50 2.26  -0.0044
H -6.36 0.46 -0.44  0.0001
H -6.84 -0.40 1.02  0.0004
H -5.35 -0.86 0.15  0.0026
H -3.17 -0.17 2.45  0.0017
H -2.66 -0.82 4.74  -0.0008
H -1.42 -1.63 5.66  -0.0004
H -2.78 -2.83 3.19  0.0011
H -3.18 -3.24 4.86  0.0001
H -1.59 -3.64 4.19  0.0005
H 3.26 -0.51 2.90  0.0092
H 0.37 0.85 -2.09  0.0231
H -2.72 4.56 -1.73  0.0053
H -0.27 1.98 2.66  -0.0103
H -0.56 3.70 2.56  0.0053
H 2.23 2.47 2.34  -0.0062
H 1.55 3.15 3.82  -0.0015
H 1.84 4.18 2.41  0.0005
H 0.01 5.44 1.45  0.0048
H -0.69 5.96 -0.08  -0.0139
H 2.27 5.28 0.35  -0.0007
H 1.60 6.91 0.19  0.0001
H 1.56 5.79 -1.17  0.0003
H 5.92 1.49 0.29  0.0024
H 5.40 0.57 1.68  0.0027
H 5.03 3.59 1.38  0.0024
H 6.24 2.80 2.40  -0.0042
H 4.51 2.64 2.76  0.0009
H 4.86 3.34 -1.00  0.0011
H 3.34 3.77 -1.75  -0.0002
H 5.10 1.41 -2.62  0.0002
H 5.00 2.97 -3.45  -0.0003
H 3.60 1.90 -3.39  -0.0013
H 2.18 -2.23 4.53  -0.0021
H 0.77 -2.29 5.56  0.0009
H 2.56 0.17 5.20  -0.0030
H 2.57 -0.89 6.61  -0.0006
H 1.15 0.10 6.24  0.0016
C -0.43 -5.75 -3.93  0.0001
C -0.55 -4.35 -4.46  -0.0006
C -0.55 -4.10 -5.83  -0.0001
C -0.65 -2.80 -6.30  0.0000
Cl -0.65 -2.53 -8.03  0.0000
C -0.74 -1.73 -5.44  -0.0002
C -0.73 -1.96 -4.08  -0.0032
C -0.65 -3.26 -3.59  -0.0004
O -0.61 -3.49 -2.24  0.0021
C -1.86 -3.48 -1.58  0.0043
C -2.35 -2.12 -1.05  0.0031
O -3.54 -2.09 -0.73  0.0081
O -1.53 -1.15 -0.96  0.0487
H 0.23 -6.35 -4.57  0.0000
H -1.40 -6.25 -3.91  0.0000
H -0.04 -5.75 -2.92  0.0000
H -0.46 -4.92 -6.53  0.0000
H -0.81 -0.72 -5.83  0.0000
H -0.80 -1.16 -3.36  0.0055
H -1.75 -4.13 -0.71  0.0002
H -2.64 -3.90 -2.23  -0.0003
Br 4.23 -5.77 -3.77  0.0000
C 3.21 -5.43 -2.21  0.0008
C 2.99 -6.46 -1.31  -0.0004
N 2.28 -6.30 -0.20  0.0004
C 1.77 -5.09 0.04  -0.0012
C 1.95 -4.01 -0.81  0.0239
C 2.69 -4.18 -1.97  0.0037
C 1.29 -2.69 -0.51  -0.0852
O 0.54 -2.59 0.48  0.0390
O 1.51 -1.74 -1.30  0.0382
H 3.40 -7.45 -1.50  0.0000
H 1.18 -4.97 0.94  0.0025
H 2.82 -3.34 -2.64  0.0045

Properties
Energy relative to the best compared isomer or geometry (same formula, charge and spin)   0.0 kcal per mole
Orbital gap (alpha / beta)   5.54 / 5.94 eV
2S+1   6
<S²>   9.13
Lowest unoccupied orbital energy (alpha / beta)   2.3 / 0.7 eV
Net charge   -1